The following is a quantum chemistry calculation of an isolated molecule of C6H10FN, from the Open Molecules 2025 dataset.

Geometry as XYZ:
```
18
Properties=species:S:1:pos:R:3:forces:R:3:mulliken_charge:R:1
N 0.067445 1.560780 0.244349 -0.165 0.847 0.225 -0.699
C -0.110224 0.138081 0.184839 0.060 -0.689 -0.605 1.207
C 0.434754 -0.577700 1.429638 -0.179 -0.542 -0.923 -0.893
C 1.702591 -0.484032 1.794075 0.093 0.823 -0.294 -0.163
F 2.535196 0.431857 1.170223 -0.393 -0.845 0.324 -0.266
C 0.310472 -0.375572 -1.244130 1.985 0.183 0.955 -0.979
C -1.106230 -0.093102 -1.780584 0.712 -0.283 0.339 -0.576
C -1.544415 -0.176823 -0.297812 -0.549 1.318 -0.016 -0.775
H 1.046395 1.816429 0.355845 -0.221 -0.176 -0.063 0.289
H -0.407295 1.859767 1.088034 0.009 0.448 0.015 0.283
H -0.211192 -1.298190 1.950520 0.410 0.295 -0.170 0.271
H 2.228812 -1.012377 2.571290 -0.047 0.003 0.147 0.402
H 0.613135 -1.412870 -1.086494 -0.492 -0.255 -0.543 0.318
H 1.234795 0.128209 -1.610251 -0.841 -0.106 -0.206 0.328
H -1.556893 -0.788113 -2.486325 0.104 -0.188 0.130 0.367
H -1.154431 0.898164 -2.223239 -0.102 0.124 0.296 0.235
H -1.794524 -1.199594 -0.064217 -0.429 -0.223 0.268 0.329
H -2.288391 0.585086 0.004239 0.045 -0.735 0.122 0.323
```
Positions in Å, forces in eV/Å.

Summary:
SMILES: NC1(/C=C\F)CCC1
E_HOMO: -9.204 eV